1.
DFT (ωB97M-V/def2-TZVPD) results for C48H53As3ClO6RbS7 as an isolated structure at a distorted geometry.

ΔE to the lowest compared entry with this formula, charge and spin in kcal per mole: 46.1
Charge: -2
HOMO energy in eV: -0.46
E_LUMO in eV: 3.08
Orbital gap in eV: 3.544
Total energy in a.u.: -12291.0217
Multiplicity: 1

CARTESIAN COORDINATES (ANGSTROEM)
Rb -0.565 0.094 0.202
O -2.084 1.927 -0.805
Cl -2.910 0.827 -1.249
O -4.017 1.295 -2.039
O -3.374 0.087 -0.091
O -2.078 -0.072 -2.065
S 3.549 6.329 5.579
C 2.973 4.896 4.887
S 3.949 3.678 4.221
C 2.735 2.508 3.724
C 1.452 2.915 3.949
S -0.073 2.139 3.575
S 1.334 4.470 4.758
S 3.349 1.012 3.054
C -6.934 -4.784 -3.702
C -5.747 -4.276 -2.926
C -5.300 -4.953 -1.792
C -4.241 -4.469 -1.042
C -3.610 -3.302 -1.441
C -4.034 -2.605 -2.561
C -5.100 -3.104 -3.300
S -2.310 -2.658 -0.378
O -2.581 -3.288 0.950
C -0.954 -3.522 -1.229
C -0.629 -2.940 -2.487
C 0.354 -3.474 -3.249
C 1.089 -4.596 -2.789
C 2.127 -5.161 -3.573
C 2.869 -6.201 -3.105
C 2.621 -6.714 -1.810
C 1.626 -6.194 -1.038
C 0.805 -5.136 -1.515
C -0.257 -4.579 -0.724
C -0.473 -5.116 0.666
C -0.945 -6.445 0.861
C -1.413 -7.246 -0.219
C -1.869 -8.511 -0.005
C -1.873 -9.060 1.304
C -1.449 -8.310 2.357
C -0.994 -6.976 2.171
C -0.608 -6.162 3.263
C -0.238 -4.868 3.068
C -0.169 -4.347 1.758
S 0.321 -2.636 1.418
O 1.786 -2.653 1.128
C 0.083 -1.923 3.026
C -1.188 -1.485 3.407
C -1.342 -0.853 4.622
C -0.240 -0.618 5.447
C -0.399 0.132 6.738
C 1.010 -1.063 5.044
C 1.187 -1.707 3.829
H -6.962 -5.875 -3.714
H -6.911 -4.430 -4.733
H -7.868 -4.435 -3.254
H -5.799 -5.866 -1.484
H -3.902 -4.975 -0.145
H -3.554 -1.676 -2.843
H -5.443 -2.557 -4.171
H -1.177 -2.068 -2.827
H 0.605 -3.034 -4.209
H 2.323 -4.738 -4.552
H 3.661 -6.623 -3.712
H 3.235 -7.517 -1.421
H 1.462 -6.585 -0.043
H -1.412 -6.830 -1.220
H -2.228 -9.103 -0.838
H -2.222 -10.072 1.464
H -1.460 -8.717 3.362
H -0.628 -6.580 4.264
H 0.009 -4.230 3.906
H -2.041 -1.673 2.763
H -2.319 -0.487 4.917
H -1.228 0.837 6.670
H 0.504 0.700 6.961
H -0.591 -0.556 7.570
H 1.879 -0.846 5.653
H 2.170 -2.005 3.489
C 2.867 0.352 -0.391
As 3.265 2.263 -0.159
C 1.439 2.871 0.252
C 3.593 2.603 -2.136
C 2.758 3.419 -3.154
C 1.968 4.574 -2.516
C 1.802 2.508 -3.941
As 0.287 1.612 -3.033
C -1.089 2.913 -3.554
C -0.005 0.395 -4.555
C 3.738 3.974 -4.218
As 5.091 5.376 -3.880
C 5.488 5.355 -1.960
C 3.939 6.967 -3.856
H 3.763 -0.167 -0.737
H 2.071 0.194 -1.120
H 2.597 -0.073 0.574
H 1.436 3.937 0.472
H 1.150 2.357 1.177
H 0.705 2.651 -0.523
H 3.759 1.607 -2.563
H 4.578 3.056 -2.085
H 1.064 4.214 -2.027
H 1.667 5.300 -3.277
H 2.552 5.094 -1.759
H 2.389 1.702 -4.394
H 1.353 3.070 -4.766
H -0.835 3.360 -4.515
H -1.178 3.688 -2.795
H -2.053 2.408 -3.628
H 0.037 0.939 -5.500
H -0.984 -0.073 -4.447
H 0.762 -0.381 -4.552
H 3.175 4.384 -5.065
H 4.316 3.138 -4.624
H 6.188 4.556 -1.721
H 4.608 5.246 -1.332
H 5.968 6.309 -1.736
H 3.312 6.978 -4.748
H 4.574 7.853 -3.871
H 3.306 6.999 -2.971

Cartesian forces, eV/Å:
Rb 1.9 0.1 1.4
O -0.7 0.2 -0.4
Cl -1.2 0.3 -0.6
O 0.3 -0.2 0.2
O -0.1 0.3 -0.4
O -0.5 0.3 0.0
S -0.1 -0.1 -0.1
C 0.1 0.1 0.1
S 0.3 -0.2 -0.1
C 0.1 -0.3 -0.1
C -0.1 -0.1 -0.1
S 0.1 0.1 0.0
S -0.4 0.1 0.0
S -0.1 0.2 0.1
C 0.0 0.0 0.0
C 0.0 0.0 0.0
C 0.0 0.0 0.0
C 0.0 -0.1 -0.1
C -0.1 0.1 -0.1
C 0.0 0.0 0.0
C 0.0 0.0 0.0
S -0.1 -0.6 0.3
O 0.0 0.1 -0.4
C -0.3 0.2 -0.3
C -0.3 0.0 0.2
C 0.2 -0.1 -0.1
C 0.0 0.0 -0.1
C -0.1 0.1 0.0
C 0.0 -0.2 0.2
C 0.1 0.0 -0.2
C -0.2 0.1 0.0
C 0.2 0.0 0.1
C 0.1 -0.2 0.3
C 0.0 0.0 -0.3
C -0.1 -0.1 -0.1
C 0.1 0.2 0.1
C 0.0 -0.2 0.2
C -0.1 0.0 -0.3
C 0.1 0.1 0.1
C 0.0 -0.1 0.0
C -0.1 -0.2 0.0
C 0.1 0.2 -0.1
C 0.1 0.0 0.1
S 0.6 -0.5 0.5
O -0.3 -0.1 0.0
C -0.1 0.2 0.1
C 0.0 -0.3 -0.1
C 0.0 0.0 0.1
C 0.0 -0.1 0.1
C 0.0 0.0 0.0
C 0.0 0.0 0.0
C 0.0 0.0 0.0
H 0.0 0.0 0.0
H 0.0 0.0 0.0
H 0.0 0.0 0.0
H 0.0 0.0 0.0
H 0.0 0.0 0.0
H 0.0 0.0 0.0
H 0.0 0.0 0.0
H 0.0 0.0 0.0
H 0.0 0.0 0.0
H 0.0 0.0 0.0
H 0.0 0.0 0.0
H 0.0 0.0 0.0
H 0.0 0.0 0.0
H 0.0 0.0 0.0
H 0.0 0.0 0.0
H 0.0 0.0 0.0
H 0.0 0.0 0.0
H 0.0 0.0 0.0
H 0.0 0.0 0.0
H 0.0 0.0 0.0
H 0.0 0.0 0.0
H 0.0 0.0 0.0
H 0.0 0.0 0.0
H 0.0 0.0 0.0
H 0.0 0.1 0.0
H 0.0 0.1 0.0
C 0.0 -0.1 0.0
As 0.0 0.0 0.1
C 0.1 -0.2 0.0
C -0.2 0.0 -0.2
C 0.0 0.1 0.1
C 0.0 -0.1 -0.1
C 0.1 0.0 -0.1
As 0.2 0.1 -0.3
C -0.1 0.0 0.1
C -0.1 -0.1 0.1
C 0.0 -0.1 0.1
As 0.1 0.1 -0.1
C 0.0 0.0 0.0
C 0.0 0.1 0.0
H 0.0 0.0 0.0
H 0.0 0.0 -0.1
H 0.0 0.0 0.1
H 0.0 0.0 0.0
H 0.1 0.1 0.0
H 0.0 0.1 0.0
H 0.0 0.0 0.0
H 0.1 0.0 0.0
H 0.0 0.0 0.0
H 0.0 0.0 0.0
H 0.0 0.0 0.0
H 0.0 0.0 0.0
H 0.0 0.0 0.0
H 0.0 0.0 0.0
H 0.0 0.0 0.0
H 0.0 0.0 0.0
H 0.0 0.0 0.0
H 0.0 0.0 0.0
H 0.0 0.0 0.0
H 0.0 0.0 0.0
H 0.0 -0.1 0.0
H 0.0 0.0 0.0
H 0.0 0.0 0.0
H 0.0 0.0 0.0
H 0.0 0.0 0.0
H 0.0 0.0 0.0
H 0.0 0.0 0.0


2.
DFT (ωB97M-V/def2-TZVPD) results for C22H30BF4INO4PRhS4Sb as an isolated structure at a distorted geometry.

ΔE to the lowest compared entry with this formula, charge and spin in kcal per mole: 0.0
Charge: -2
HOMO energy in eV: -2.07
E_LUMO in eV: 3.57
Orbital gap in eV: 5.637
Total energy in a.u.: -4219.3745
Multiplicity: 1

CARTESIAN COORDINATES (ANGSTROEM)
Rh 0.122 -0.461 0.093
S 2.719 1.977 3.529
Sb 2.250 -0.075 2.707
S -0.177 -0.466 2.380
S 2.365 -0.095 0.269
S 3.028 -1.766 4.038
O 2.282 0.311 -2.060
C 1.196 0.170 -2.611
O 0.141 -0.276 -2.020
C 1.050 0.463 -4.093
C -0.079 0.050 -4.781
C -0.234 0.303 -6.150
C 0.786 0.985 -6.764
O 0.885 1.363 -8.091
C 2.084 2.126 -8.182
O 2.761 2.066 -6.939
C 1.905 1.403 -6.073
C 2.075 1.160 -4.738
H -0.856 -0.450 -4.226
H -1.115 -0.008 -6.695
H 1.834 3.168 -8.415
H 2.720 1.701 -8.964
H 2.934 1.498 -4.176
F -0.624 4.220 -0.924
B -0.527 2.924 -1.430
F 0.446 2.855 -2.431
F -1.781 2.541 -1.962
F -0.160 2.037 -0.359
C 1.770 -3.150 -2.066
C 0.466 -3.498 -1.343
C -0.727 -3.268 -2.269
P 0.332 -2.668 0.320
C -1.223 -3.466 0.980
C -1.263 -3.739 2.487
C -2.472 -2.663 0.614
C 1.650 -3.571 1.264
C 1.434 -5.096 1.225
C 3.130 -3.332 0.930
H 1.751 -3.590 -3.067
H 2.646 -3.529 -1.548
H 1.897 -2.076 -2.171
H 0.483 -4.562 -1.087
H -0.872 -2.207 -2.454
H -1.652 -3.688 -1.872
H -0.526 -3.755 -3.228
H -1.253 -4.423 0.446
H -1.150 -2.806 3.037
H -0.489 -4.422 2.833
H -2.236 -4.176 2.732
H -2.544 -1.786 1.256
H -3.361 -3.280 0.776
H -2.481 -2.322 -0.419
H 1.500 -3.222 2.292
H 1.795 -5.514 0.284
H 0.407 -5.424 1.366
H 2.036 -5.532 2.025
H 3.478 -4.061 0.195
H 3.700 -3.462 1.850
H 3.333 -2.335 0.557
I -3.352 -0.670 -2.767
C -3.510 0.352 -0.941
C -4.745 0.925 -0.668
C -4.850 1.700 0.472
C -3.727 1.874 1.259
C -2.549 1.242 0.900
N -2.434 0.461 -0.186
H -5.576 0.778 -1.340
H -5.791 2.173 0.725
H -3.742 2.496 2.143
H -1.661 1.363 1.502

Cartesian forces, eV/Å:
Rh 0.1 0.4 -0.9
S 0.0 0.1 0.0
Sb -0.3 0.1 0.3
S 0.6 0.1 0.0
S -0.4 -0.2 1.5
S 0.0 -0.2 -0.1
O 0.3 0.2 -1.4
C -0.4 -0.1 0.3
O 0.1 0.0 -0.1
C -0.1 -0.1 0.3
C 0.1 0.0 -0.2
C 0.1 0.0 0.1
C -0.1 0.0 0.0
O 0.0 0.0 0.0
C 0.0 0.0 0.0
O 0.0 -0.1 0.0
C 0.0 0.0 0.0
C 0.1 0.0 0.0
H 0.0 0.0 0.0
H 0.0 0.0 0.0
H 0.0 0.0 0.0
H 0.0 0.0 0.0
H 0.0 0.0 0.0
F 0.0 0.1 0.1
B 0.0 -0.1 -0.1
F 0.0 0.0 0.0
F 0.1 -0.1 0.1
F 0.0 -0.1 0.0
C 0.0 0.0 0.0
C 0.0 0.0 0.0
C 0.0 0.0 0.1
P -0.1 -0.2 -0.5
C 0.0 0.1 0.0
C 0.1 0.0 0.0
C 0.0 0.0 0.0
C 0.0 0.0 0.2
C 0.0 0.0 0.1
C 0.0 0.0 0.0
H 0.0 0.0 0.0
H 0.0 0.0 0.0
H 0.0 0.0 0.0
H 0.0 0.0 0.0
H 0.0 0.0 0.0
H 0.0 0.0 0.0
H 0.0 0.0 0.0
H 0.0 0.0 0.0
H 0.0 0.0 0.0
H 0.0 0.0 0.0
H 0.0 0.0 0.0
H 0.0 0.0 0.0
H 0.0 0.0 0.0
H 0.0 0.0 0.0
H 0.0 0.0 0.0
H 0.0 0.0 0.0
H 0.0 0.0 0.0
H 0.0 0.0 0.0
H 0.0 0.0 0.0
H 0.0 0.0 0.0
H 0.0 0.0 0.0
I -0.1 0.0 0.1
C 0.2 0.0 -0.1
C 0.1 0.0 0.1
C 0.0 0.0 0.0
C 0.0 0.0 0.0
C 0.0 0.0 -0.1
N -0.2 -0.2 0.4
H 0.0 0.0 0.0
H 0.0 0.0 0.0
H 0.0 0.0 0.0
H 0.0 0.0 0.0


What is the ΔE to the lowest compared entry with this formula, charge and spin in the second record? 0.0 kcal per mole